# C48H120F6N8O16P

A 9-piece molecular cluster, C48H120F6N8O16P overall in a non-equilibrium geometry (ωB97M-V/def2-TZVPD, OMol25).

Structure (ORCA input):
```
! wB97M-V def2-TZVPD RIJCOSX def2/J DEFGRID3
* xyz -1 1
P -0.994 -0.022 0.855
F -2.218 0.432 1.797
F -0.189 1.344 1.164
F -0.287 -0.624 2.219
F 0.287 -0.615 -0.009
F -1.606 -1.504 0.582
F -1.638 0.577 -0.470
C -1.799 -2.497 4.441
O -2.742 -1.868 5.271
C -4.013 -1.686 4.664
C -4.908 -1.053 5.714
N -5.488 -2.096 6.531
C -6.190 -1.625 7.720
C -7.462 -0.918 7.341
O -7.965 -0.250 8.463
C -9.305 0.171 8.300
H -2.096 -3.509 4.137
H -0.850 -2.556 4.975
H -1.586 -1.919 3.535
H -4.451 -2.523 4.121
H -3.824 -0.870 3.939
H -5.695 -0.499 5.194
H -4.381 -0.298 6.316
H -4.743 -2.752 6.723
H -5.495 -0.967 8.277
H -6.400 -2.451 8.401
H -8.083 -1.713 6.900
H -7.266 -0.201 6.534
H -9.985 -0.675 8.431
H -9.449 0.648 7.324
H -9.480 0.917 9.074
C 0.694 1.642 -2.545
O 0.836 1.226 -3.904
C 2.207 1.031 -4.274
C 2.289 0.959 -5.780
N 2.255 2.298 -6.359
C 2.084 2.242 -7.808
C 2.673 3.482 -8.410
O 2.459 3.483 -9.804
C 3.238 4.473 -10.433
H 1.111 0.853 -1.912
H -0.380 1.738 -2.389
H 1.096 2.641 -2.333
H 2.528 0.095 -3.786
H 2.815 1.842 -3.852
H 1.464 0.302 -6.100
H 3.229 0.446 -6.009
H 1.444 2.720 -5.914
H 1.012 2.237 -8.047
H 2.544 1.322 -8.158
H 3.749 3.540 -8.205
H 2.180 4.358 -7.969
H 2.812 4.668 -11.415
H 4.288 4.169 -10.460
H 3.164 5.433 -9.899
C -3.468 -4.452 -3.014
O -2.192 -3.966 -2.711
C -2.226 -2.557 -2.908
C -0.822 -1.894 -2.847
N 0.302 -2.750 -3.318
C 0.354 -2.869 -4.786
C -0.467 -3.987 -5.464
O -0.709 -5.109 -4.677
C -1.461 -6.037 -5.357
H -4.305 -4.069 -2.424
H -3.423 -5.534 -2.834
H -3.638 -4.363 -4.098
H -2.765 -2.037 -2.111
H -2.533 -2.428 -3.957
H -0.614 -1.679 -1.800
H -0.824 -0.934 -3.388
H 1.093 -2.139 -3.116
H 1.386 -3.120 -5.050
H 0.110 -1.895 -5.244
H 0.113 -4.292 -6.356
H -1.422 -3.614 -5.883
H -1.652 -6.891 -4.697
H -0.941 -6.451 -6.228
H -2.477 -5.649 -5.526
C -2.201 4.644 -3.329
O -2.270 4.873 -1.941
C -2.652 3.743 -1.210
C -1.991 3.680 0.132
N -2.330 4.954 0.802
C -1.718 5.065 2.114
C -0.243 4.822 2.144
O 0.442 5.773 1.336
C 1.737 6.081 1.833
H -1.205 4.260 -3.586
H -2.486 5.524 -3.897
H -2.898 3.837 -3.610
H -2.295 2.845 -1.752
H -3.741 3.590 -1.239
H -0.917 3.657 0.015
H -2.434 2.882 0.731
H -3.313 5.172 0.835
H -2.182 4.247 2.711
H -1.954 5.941 2.724
H 0.010 3.827 1.746
H 0.162 4.734 3.162
H 2.346 5.178 1.823
H 1.660 6.584 2.807
H 2.137 6.864 1.184
C 9.140 0.148 1.236
O 7.798 -0.268 1.151
C 7.631 -1.456 0.412
C 6.295 -2.076 0.777
N 5.188 -1.122 0.607
C 3.937 -1.649 1.123
C 3.851 -1.725 2.629
O 3.988 -0.446 3.178
C 3.630 -0.468 4.549
H 9.738 -0.032 0.339
H 9.622 -0.409 2.065
H 9.162 1.191 1.547
H 8.405 -2.176 0.724
H 7.665 -1.268 -0.669
H 6.319 -2.606 1.725
H 6.088 -2.861 0.019
H 5.057 -1.093 -0.398
H 3.802 -2.677 0.728
H 3.072 -1.142 0.688
H 4.692 -2.366 2.952
H 2.936 -2.233 2.954
H 4.271 -1.196 5.066
H 2.556 -0.595 4.697
H 3.915 0.502 4.970
C -2.065 -4.483 0.313
O -0.818 -4.476 -0.349
C 0.212 -4.343 0.556
C 1.531 -3.962 -0.150
N 1.764 -4.702 -1.386
C 2.333 -6.015 -1.168
C 2.446 -6.772 -2.494
O 1.483 -6.397 -3.460
C 1.368 -7.378 -4.423
H -2.575 -5.427 0.084
H -2.672 -3.664 -0.074
H -1.994 -4.389 1.398
H 0.369 -5.200 1.241
H 0.107 -3.491 1.254
H 2.352 -4.106 0.564
H 1.339 -2.931 -0.455
H 2.421 -4.180 -1.956
H 1.685 -6.588 -0.498
H 3.299 -5.983 -0.628
H 2.276 -7.844 -2.261
H 3.469 -6.839 -2.907
H 0.605 -8.146 -4.244
H 2.311 -7.899 -4.634
H 1.082 -6.861 -5.340
C 5.076 2.420 -1.314
O 5.706 2.437 -0.070
C 5.872 3.725 0.372
C 6.710 3.786 1.635
N 6.561 2.623 2.503
C 5.443 2.794 3.460
C 4.034 2.793 2.919
O 3.906 1.924 1.860
C 2.606 1.928 1.333
H 5.669 2.863 -2.132
H 4.150 3.026 -1.284
H 4.776 1.421 -1.624
H 4.928 4.285 0.494
H 6.420 4.358 -0.355
H 6.555 4.726 2.194
H 7.751 3.841 1.297
H 7.408 2.552 3.050
H 5.639 3.776 3.936
H 5.621 2.067 4.256
H 3.784 3.801 2.544
H 3.304 2.594 3.720
H 1.894 1.871 2.163
H 2.408 1.003 0.785
H 2.420 2.739 0.614
C -6.300 3.916 5.015
O -6.338 2.665 4.320
C -5.066 2.186 3.937
C -4.625 2.817 2.633
N -5.475 2.521 1.482
C -5.304 1.177 0.957
C -6.113 1.001 -0.324
O -6.280 -0.313 -0.735
C -5.053 -0.959 -1.046
H -5.507 3.879 5.775
H -7.253 3.996 5.529
H -6.068 4.732 4.328
H -5.228 1.112 3.838
H -4.300 2.294 4.717
H -3.584 2.532 2.464
H -4.610 3.911 2.710
H -6.430 2.511 1.850
H -5.466 0.337 1.655
H -4.240 1.052 0.718
H -5.691 1.702 -1.065
H -7.103 1.442 -0.140
H -5.346 -1.929 -1.445
H -4.392 -1.103 -0.188
H -4.537 -0.394 -1.830
*
```

Values from the calculation:
Total energy = -4483.08011 a.u.
Strongest force on any atom = 3.3 eV/Å
Frontier orbital gap = 8.1 eV